Entry 1:
A structure of composition C4H11CoO2. Source: OMol25; level of theory: wB97M-V/def2-TZVPD.

```
! RIJCOSX wB97M-V def2-TZVPD def2/J DEFGRID3
* xyz 2 5
H 0.6760 -0.7992 -1.3638
C 2.1232 1.7232 -0.5003
H -0.5304 -2.2194 0.1877
C -2.8334 -1.0979 0.5313
C -0.4227 -1.1633 0.4679
H -0.2767 -1.0852 1.5553
H -3.6664 -0.4568 0.2274
H 2.2543 1.4583 -1.5571
O 0.6511 0.8854 -0.1680
H 3.5792 2.5556 -0.8434
C 0.7208 -0.5296 -0.2962
Co -1.1660 1.3842 -0.1128
H 1.6670 -0.9136 0.1129
H -2.8325 -1.2272 1.6216
H 1.8024 2.7425 -0.2603
H 2.7879 1.2702 0.2450
H -2.9087 -2.0722 0.0336
O -1.6250 -0.4550 0.1195
*
```

Computed properties:
Expectation value of S²   6.01
Molecular weight   150.06 g mol⁻¹
Energy relative to the best compared isomer or geometry (same formula, charge and spin)   21.5 kJ/mol
Total energy   -46024.2105 eV
Max |F|   0.028 hartree/bohr


Entry 2:
A structure of composition C4H11CrO3. Source: OMol25; level of theory: wB97M-V/def2-TZVPD.

```
! RIJCOSX wB97M-V def2-TZVPD def2/J DEFGRID3
* xyz 1 5
C -1.5730 0.4585 0.3456
O 0.0413 1.8926 -0.6674
C -1.2769 1.8409 -0.2161
H 3.6568 0.0602 -0.4617
H 2.9052 -1.4614 0.0793
C 2.9310 -0.3750 0.2440
H -2.6387 0.3306 0.5926
Cr 0.5035 0.2113 -1.6347
O 1.6328 0.1323 0.0223
H 1.3206 1.0939 0.4529
H -0.9675 -2.5164 -0.9637
H -1.4587 2.5707 0.5957
H -0.9493 0.2959 1.2428
H -2.3017 -2.0891 0.1432
H 3.2607 -0.1726 1.2751
O -1.1901 -0.5165 -0.6229
C -1.2688 -1.8491 -0.1479
H -2.0209 2.0858 -0.9990
H -0.6062 -1.9926 0.7200
*
```

Computed properties:
Expectation value of S²   6.03
Molecular weight   159.13 g mol⁻¹
Energy relative to the best compared isomer or geometry (same formula, charge and spin)   72.5 kJ/mol
Total energy   -38881.7416 eV
Max |F|   0.068 hartree/bohr


Entry 3:
A structure of composition C4H11CsNO9S2. Source: OMol25; level of theory: wB97M-V/def2-TZVPD.

```
! RIJCOSX wB97M-V def2-TZVPD def2/J DEFGRID3
* xyz -3 1
O -3.1380 2.4845 -2.8254
H -1.2956 -2.3765 2.6482
O -0.7533 2.4274 -2.9116
H -1.7722 -0.1027 2.5303
S -1.9110 2.7434 -2.0443
H 3.0365 1.4060 0.8589
O -1.8956 4.1528 -1.6370
H 0.5237 0.6369 3.3748
O -0.3540 -2.6380 -4.7325
C 0.2573 0.6313 2.3165
Cs 0.9056 0.4391 -1.5167
H 0.1587 -1.7365 3.4126
O 1.3743 0.3301 1.4773
C -0.3973 -1.7820 2.4659
O 0.8930 -3.9396 -3.0400
O -1.7901 1.7995 -0.8988
H 1.9466 2.3456 1.7847
S 0.9336 -2.8494 -4.0273
C -0.8433 -0.3775 2.0140
C 2.3525 1.3225 1.7004
H 2.7950 1.2620 2.7054
O 1.9961 -3.1978 -5.0253
H -0.2013 1.5379 1.8895
H -2.1683 -0.5977 0.4448
H 0.2413 -2.2171 1.7040
O 1.3989 -1.6072 -3.3697
N -1.1589 -0.5118 0.5755
H -1.1341 0.4148 0.1260
*
```

Computed properties:
Molecular weight   414.17 g mol⁻¹
Energy relative to the best compared isomer or geometry (same formula, charge and spin)   70.9 kJ/mol
Total energy   -46459.7688 eV
Max |F|   0.053 hartree/bohr


Entry 4:
An isolated molecule of C4H11FNOPS. Source: OMol25; level of theory: wB97M-V/def2-TZVPD.

```
! RIJCOSX wB97M-V def2-TZVPD def2/J DEFGRID3
* xyz 0 1
F 3.9721 -0.1019 0.2015
N -0.7834 -1.2339 -0.1756
S 1.6759 1.3559 0.2792
H 3.6798 1.1966 -1.2754
H -0.8792 3.0391 -0.1117
H -0.8739 -2.5197 1.5062
H 0.0895 -3.0790 -0.5097
H 4.0102 1.9502 0.3635
C 3.4710 1.1047 -0.1362
C -0.4937 -2.3352 -1.0157
H -2.2197 2.8856 0.9386
C -1.7592 2.4910 0.0861
H -2.3212 -1.3784 1.2329
H -0.8023 -0.7376 1.9137
P -0.4636 0.2941 -0.7010
C -1.1659 -1.5037 1.2910
H 0.1801 -2.1203 -1.9677
O -1.4193 1.1089 0.3321
H -2.5041 2.4445 -0.6837
H -1.3931 -2.8610 -1.5680
*
```

Computed properties:
Molecular weight   171.18 g mol⁻¹
Energy relative to the best compared isomer or geometry (same formula, charge and spin)   221.8 kJ/mol
Total energy   -30703.8446 eV
Max |F|   0.088 hartree/bohr


Q: max |F| of number 1 (C4H11CoO2)?
A: 0.028 hartree/bohr


Q: Among the records above, which one has the highest molecular weight?
A: C4H11CsNO9S2